14
Properties=species:S:1:pos:R:3 method="wB97M-V/def2-TZVPD" e_above_lowest_ev=2.2843 smiles="COC(=S)N1CC1" fmax_ev_per_a=1.1 orbital_gap_ev=9.246 lumo_ev=0.7
C 0.55179 -2.27186 0.00777
O 0.80342 -0.85286 -0.20386
C -0.26025 -0.07145 0.07039
S -1.74276 -0.59274 0.58002
N -0.07359 1.31324 -0.17218
C 0.95146 1.73272 -1.15792
C 1.27475 1.82351 0.27680
H 1.51102 -2.76785 -0.18265
H 0.33369 -2.44047 1.07346
H -0.34783 -2.56278 -0.54514
H 0.72520 2.70126 -1.62119
H 1.43457 0.95054 -1.78895
H 1.97681 1.12797 0.73866
H 1.23200 2.82784 0.69941

=====

14
Properties=species:S:1:pos:R:3 method="wB97M-V/def2-TZVPD" e_above_lowest_ev=4.4132 fmax_ev_per_a=5.7 orbital_gap_ev="7.808 / 6.731" lumo_ev="0.1 / -0.5"
C -1.37384 1.70976 1.03855
C -1.10133 0.56801 0.33686
C 1.98675 -1.06454 1.05256
C -0.59323 0.51843 -0.98912
N 2.24315 -1.53253 -0.11085
O 2.42257 -1.03761 2.14469
S -0.38835 -1.06181 -1.80845
H -1.91944 1.60699 1.88862
H -1.04599 2.57088 0.66659
H -1.38353 -0.40386 0.60827
H -0.05958 1.26707 -1.53140
H 1.61497 -1.53114 -0.82174
H 3.04621 -2.20081 -0.06328
H -0.25637 -1.71620 -0.63600

=====

14
Properties=species:S:1:pos:R:3 method="wB97M-V/def2-TZVPD" e_above_lowest_ev=3.9556 fmax_ev_per_a=5.5 orbital_gap_ev=8.727 lumo_ev=-0.1
C 1.69064 0.42030 -0.02416
C -0.96295 -0.02946 -0.36550
C 1.09502 -0.73635 -0.72087
C -2.04549 -0.08114 0.39925
N 1.83853 0.18566 1.31656
O 2.01447 1.42107 -0.61094
S -3.69447 0.37366 0.02812
H 1.23174 -1.71131 -0.49578
H -0.99865 0.48132 -1.35262
H 1.29636 -0.52687 -1.77789
H -1.96546 -0.51439 1.39993
H 2.15040 -0.67255 1.55996
H 2.04171 0.99952 1.95027
H -3.69185 0.39054 -1.30632

=====

Record order is preserved below.
Electronic energy: -684.72313 -684.64489 -684.66171 Eh